Molecular formula: C41H35BiBrN6
Method: DFT, ωB97M-V/def2-TZVPD

## Properties
E_HOMO (spin up / spin down) in hartree: -0.3220 / -0.3625
Energy relative to the best compared isomer or geometry (same formula, charge and spin) in kcal per mole: 38.9
DFT total energy in a.u.: -4700.25648
Charge: +1
Frontier orbital gap (spin up / spin down) in eV: 5.34 / 6.54

Element x y z (Å)
Bi (-0.197, 0.131, -0.022)
Br (6.917, 4.233, 0.207)
C (5.455, 3.036, 0.249)
C (5.565, 1.830, 0.929)
C (4.513, 0.945, 0.864)
C (3.326, 1.201, 0.144)
C (3.184, 2.481, -0.420)
C (4.275, 3.360, -0.378)
N (2.332, 0.201, 0.041)
C (2.762, -1.057, -0.088)
C (1.921, -2.173, -0.178)
C (2.486, -3.469, -0.296)
C (1.690, -4.571, -0.352)
C (0.287, -4.400, -0.311)
C (-0.224, -3.140, -0.224)
N (0.550, -2.024, -0.154)
H (6.453, 1.603, 1.503)
H (4.570, 0.040, 1.455)
H (2.054, 4.061, -1.318)
H (4.200, 4.313, -0.885)
H (3.821, -1.253, -0.218)
H (3.565, -3.552, -0.322)
H (2.118, -5.561, -0.427)
H (-0.381, -5.248, -0.350)
H (-1.292, -2.986, -0.208)
C (0.558, -0.017, 3.223)
N (-0.404, -0.363, 2.170)
C (-1.510, -0.984, 2.468)
C (-2.465, -1.294, 1.486)
C (-3.722, -1.914, 1.551)
C (-4.228, -1.918, 0.256)
C (-3.267, -1.298, -0.556)
N (-2.211, -0.924, 0.178)
C (0.012, 0.820, 4.367)
C (0.705, 0.819, 5.574)
C (0.269, 1.593, 6.638)
C (-0.872, 2.374, 6.512)
C (-1.568, 2.379, 5.313)
C (-1.129, 1.606, 4.245)
H (1.387, 0.510, 2.741)
H (0.979, -0.937, 3.638)
H (-1.703, -1.259, 3.504)
H (-4.182, -2.315, 2.442)
H (-5.175, -2.312, -0.076)
H (-3.302, -1.113, -1.621)
H (1.596, 0.209, 5.682)
H (0.815, 1.580, 7.572)
H (-1.220, 2.970, 7.346)
H (-2.459, 2.985, 5.201)
H (-1.684, 1.615, 3.317)
C (0.967, 6.094, 3.250)
C (1.545, 6.363, 2.012)
C (1.558, 5.409, 1.016)
C (1.006, 4.127, 1.237)
C (0.414, 3.882, 2.500)
C (0.398, 4.845, 3.485)
C (1.044, 3.081, 0.282)
C (1.879, 3.039, -0.981)
C (1.266, 2.302, -2.149)
C (1.861, 1.193, -2.742)
C (1.229, 0.530, -3.790)
C (0.005, 0.977, -4.264)
C (-0.563, 2.125, -3.724)
C (0.075, 2.788, -2.686)
H (0.953, 6.852, 4.023)
H (1.991, 7.333, 1.830)
H (2.003, 5.649, 0.060)
H (-0.031, 2.911, 2.696)
H (-0.050, 4.620, 4.445)
H (0.646, 2.122, 0.608)
H (2.829, 0.854, -2.394)
H (1.702, -0.335, -4.241)
H (-0.490, 0.456, -5.075)
H (-1.495, 2.515, -4.114)
H (-0.353, 3.704, -2.292)
N (-1.746, 3.419, 1.093)
C (-2.860, 4.163, 0.996)
C (-3.889, 3.303, 0.693)
C (-3.287, 2.039, 0.623)
N (-1.980, 2.113, 0.869)
H (-0.804, 3.731, 1.271)
H (-2.848, 5.229, 1.152)
H (-4.927, 3.546, 0.542)
H (-3.755, 1.085, 0.434)



Molecular formula: C41H36BBeF4N6S3
Method: DFT, ωB97M-V/def2-TZVPD

## Properties
E_HOMO in hartree: -0.3950
DFT total energy in a.u.: -3546.12187
Charge: +1
Frontier orbital gap in eV: 8.35

Element x y z (Å)
Be (-0.972, 1.766, 1.654)
N (-1.811, 0.429, 1.183)
S (-1.865, -0.666, 0.239)
N (-0.866, -0.680, -1.096)
S (0.640, -0.953, -1.240)
N (1.689, -0.287, -0.311)
S (1.617, 1.284, 0.238)
N (0.634, 1.606, 1.257)
C (1.599, 2.342, -1.204)
C (0.419, 3.014, -1.475)
C (0.369, 3.853, -2.577)
C (1.487, 4.002, -3.384)
C (2.664, 3.319, -3.098)
C (2.729, 2.481, -1.997)
C (3.278, 1.407, 0.882)
C (3.493, 2.440, 1.783)
C (4.757, 2.605, 2.323)
C (5.783, 1.740, 1.963)
C (5.550, 0.701, 1.072)
C (4.290, 0.531, 0.518)
C (1.075, -2.680, -1.179)
C (1.948, -3.166, -0.222)
C (2.239, -4.522, -0.220)
C (1.659, -5.361, -1.161)
C (0.796, -4.852, -2.124)
C (0.497, -3.503, -2.136)
C (0.963, -0.639, -2.964)
C (2.236, -0.953, -3.423)
C (2.530, -0.748, -4.758)
C (1.559, -0.233, -5.608)
C (0.294, 0.076, -5.131)
C (-0.017, -0.127, -3.795)
C (-1.639, -2.235, 1.104)
C (-2.133, -3.446, 0.644)
C (-1.958, -4.578, 1.425)
C (-1.285, -4.495, 2.637)
C (-0.789, -3.278, 3.081)
C (-0.977, -2.137, 2.318)
C (-3.419, -0.855, -0.614)
C (-4.528, -0.316, 0.015)
C (-5.780, -0.538, -0.536)
C (-5.906, -1.289, -1.696)
C (-4.780, -1.795, -2.334)
C (-3.523, -1.577, -1.794)
H (-0.438, 2.904, -0.820)
H (-0.544, 4.394, -2.785)
H (1.451, 4.667, -4.238)
H (3.538, 3.451, -3.720)
H (3.648, 1.965, -1.748)
H (2.670, 3.092, 2.047)
H (4.943, 3.408, 3.022)
H (6.772, 1.873, 2.380)
H (6.349, 0.023, 0.804)
H (4.081, -0.272, -0.176)
H (2.389, -2.482, 0.490)
H (2.918, -4.925, 0.519)
H (1.870, -6.422, -1.139)
H (0.359, -5.508, -2.865)
H (-0.161, -3.080, -2.886)
H (2.970, -1.362, -2.739)
H (3.514, -0.990, -5.136)
H (1.796, -0.062, -6.650)
H (-0.456, 0.479, -5.799)
H (-0.995, 0.097, -3.389)
H (-2.672, -3.505, -0.291)
H (-2.362, -5.523, 1.089)
H (-1.156, -5.384, 3.240)
H (-0.269, -3.211, 4.028)
H (-0.652, -1.158, 2.655)
H (-4.392, 0.276, 0.911)
H (-6.657, -0.121, -0.060)
H (-6.885, -1.469, -2.121)
H (-4.879, -2.356, -3.253)
H (-2.630, -1.942, -2.286)
F (-1.523, 3.076, 1.005)
B (-2.471, 3.844, 0.080)
F (-2.531, 3.065, -1.069)
F (-1.873, 5.056, -0.128)
F (-3.664, 3.903, 0.760)
N (0.653, 0.909, 4.188)
C (-0.487, 1.616, 4.436)
C (-0.867, 1.894, 5.761)
C (-2.078, 2.490, 6.008)
C (-2.906, 2.820, 4.936)
C (-2.460, 2.558, 3.667)
N (-1.273, 1.977, 3.401)
H (1.355, 0.894, 4.907)
H (0.967, 0.934, 3.224)
H (-0.192, 1.623, 6.561)
H (-2.388, 2.694, 7.024)
H (-3.870, 3.281, 5.090)
H (-3.060, 2.816, 2.803)



Molecular formula: C41H36CoN6O3S
Method: DFT, ωB97M-V/def2-TZVPD

## Properties
E_HOMO (spin up / spin down) in hartree: -0.2482 / -0.2711
DFT total energy in a.u.: -3919.15006
2S+1: 4
Frontier orbital gap (spin up / spin down) in eV: 6.57 / 7.19

Element x y z (Å)
Co (-0.154, -0.397, -0.758)
C (-2.816, 3.061, -2.722)
N (-1.885, 2.168, -3.428)
C (-0.976, 2.532, -4.439)
C (-0.186, 1.457, -4.703)
N (-0.717, 0.397, -3.923)
C (-1.675, 0.865, -3.155)
S (-2.595, -0.128, -2.107)
C (-0.053, -0.881, -3.838)
C (0.029, -1.649, -5.013)
C (0.528, -2.907, -4.961)
C (1.016, -3.332, -3.730)
C (0.836, -2.528, -2.600)
N (0.320, -1.243, -2.643)
H (-3.747, 2.544, -2.661)
H (-2.941, 3.947, -3.381)
H (-2.467, 3.268, -1.684)
H (-0.940, 3.447, -4.855)
H (0.687, 1.395, -5.283)
H (-0.488, -1.142, -5.800)
H (0.539, -3.522, -5.830)
H (1.473, -4.346, -3.707)
H (1.210, -2.802, -1.655)
O (-0.845, 1.047, 0.655)
C (-0.440, 2.455, 0.434)
C (0.154, 2.553, -1.031)
O (0.329, 3.655, -1.533)
O (0.324, 1.442, -1.551)
C (-1.526, 3.383, 0.881)
C (-1.366, 4.751, 0.735)
C (-2.437, 5.617, 1.032)
C (-3.653, 5.145, 1.531)
C (-3.761, 3.789, 1.727)
C (-2.725, 2.911, 1.416)
C (0.707, 2.711, 1.454)
C (1.861, 3.367, 1.064)
C (2.794, 3.710, 2.077)
C (2.564, 3.356, 3.344)
C (1.434, 2.622, 3.723)
C (0.507, 2.317, 2.752)
H (-1.752, 1.032, 0.248)
H (-0.525, 5.130, 0.204)
H (-2.431, 6.664, 0.901)
H (-4.541, 5.816, 1.518)
H (-4.734, 3.366, 1.991)
H (-2.963, 1.871, 1.629)
H (2.013, 3.851, 0.068)
H (3.570, 4.379, 1.771)
H (3.237, 3.681, 4.139)
H (1.282, 2.427, 4.765)
H (-0.453, 1.861, 2.921)
C (4.329, -0.085, 0.147)
C (3.054, 0.023, -0.414)
N (1.921, -0.212, 0.300)
C (2.028, -0.632, 1.539)
C (3.277, -0.608, 2.245)
C (4.438, -0.327, 1.499)
C (3.271, -0.912, 3.687)
C (2.876, -2.109, 4.217)
C (2.626, -3.336, 3.483)
C (1.783, -4.359, 3.946)
C (1.616, -5.519, 3.223)
N (2.345, -5.675, 2.081)
C (3.115, -4.680, 1.771)
N (3.342, -3.512, 2.340)
H (5.111, 0.228, -0.468)
H (2.930, 0.505, -1.333)
H (1.096, -0.877, 2.043)
H (5.342, -0.390, 2.025)
H (3.496, -0.112, 4.390)
H (2.843, -2.174, 5.297)
H (1.235, -4.310, 4.905)
H (0.962, -6.313, 3.565)
H (3.741, -4.927, 0.896)
C (-0.771, -2.017, 0.309)
C (-1.983, -2.743, -0.197)
C (-1.931, -3.815, -1.086)
C (-3.002, -4.444, -1.640)
C (-4.293, -4.006, -1.356)
C (-4.426, -2.908, -0.525)
C (-3.257, -2.256, 0.067)
H (0.025, -2.790, 0.498)
H (-1.113, -1.749, 1.337)
H (-0.904, -4.182, -1.241)
H (-2.876, -5.343, -2.234)
H (-5.087, -4.581, -1.793)
H (-5.418, -2.522, -0.289)
H (-3.369, -1.445, 0.780)



- Look up the DFT total energy of the first one.
  -4700.25648 a.u.



- Which of these has the lowest DFT total energy?
  C41H35BiBrN6



- Look up the DFT total energy of the first one.
  -4700.25648 a.u.



- Which value of DFT total energy does entry 2 give?
  -3546.12187 a.u.